166
Properties=species:S:1:pos:R:3:lowdin_charge:R:1 method="wB97M-V/def2-TZVPD" relative_energy_kj_mol=10.1 gap_ev=9.0 homo_energy_ev=-8.61 smiles=COC[C@H](C)N.COC[C@H](C)N.COCCNCCOC.COCCNCCOC.COCCNCCOC.COCCNCCOC.COCCNCCOC.CC(C)O lumo_ev=0.42
C -4.678 2.642 -0.323 -0.09
O -3.994 3.879 -0.116 -0.19
C -2.809 4.001 -0.850 -0.24
C -1.725 3.020 -0.461 -0.45
C -1.405 3.001 1.020 -0.04
N -0.533 3.329 -1.286 0.06
H -4.245 1.906 0.361 0.07
H -4.561 2.336 -1.365 0.09
H -5.715 2.827 -0.064 0.09
H -3.008 3.987 -1.938 0.13
H -2.420 5.022 -0.745 0.13
H -2.078 2.021 -0.773 0.11
H -0.558 2.345 1.212 0.05
H -2.256 2.640 1.600 0.07
H -1.193 4.011 1.380 0.09
H -0.710 2.867 -2.175 0.08
H 0.294 2.839 -0.958 0.04
C -3.528 -0.970 -7.026 -0.11
O -3.067 -1.812 -5.993 -0.18
C -3.438 -1.363 -4.718 -0.23
C -3.182 -2.458 -3.707 -0.45
C -3.709 -2.172 -2.306 -0.06
N -1.744 -2.744 -3.612 0.04
H -3.420 -1.498 -7.969 0.09
H -2.911 -0.061 -7.086 0.09
H -4.554 -0.648 -6.827 0.08
H -2.799 -0.525 -4.394 0.14
H -4.503 -1.108 -4.658 0.13
H -3.642 -3.399 -4.054 0.14
H -3.409 -3.057 -1.737 0.07
H -4.787 -2.073 -2.205 0.08
H -3.157 -1.314 -1.917 0.06
H -1.575 -3.552 -3.026 0.07
H -1.316 -2.950 -4.505 0.07
C -2.521 0.715 4.911 -0.11
O -1.297 0.046 5.115 -0.20
C -0.209 0.690 4.486 -0.23
C 0.923 -0.287 4.357 -0.22
N 1.405 -0.702 5.668 -0.06
C 2.197 -1.920 5.611 -0.21
C 2.560 -2.346 7.022 -0.25
O 3.077 -3.648 7.026 -0.17
C 3.020 -4.260 8.283 -0.13
H -2.655 0.995 3.859 0.08
H -2.597 1.599 5.549 0.09
H -3.323 0.007 5.124 0.09
H 0.109 1.575 5.057 0.13
H -0.474 1.058 3.485 0.10
H 1.711 0.084 3.700 0.12
H 0.486 -1.162 3.834 0.10
H 0.590 -0.835 6.254 0.10
H 3.066 -1.776 4.971 0.13
H 1.553 -2.718 5.199 0.12
H 1.668 -2.207 7.651 0.12
H 3.281 -1.619 7.429 0.13
H 2.003 -4.460 8.639 0.09
H 3.506 -3.670 9.075 0.09
H 3.586 -5.187 8.199 0.09
C -1.229 -3.608 3.604 -0.11
O -0.905 -3.005 2.382 -0.19
C -1.924 -2.120 1.955 -0.22
C -1.520 -1.432 0.659 -0.20
N -0.223 -0.807 0.870 -0.04
C 0.327 -0.269 -0.369 -0.19
C 1.510 0.607 -0.023 -0.25
O 2.255 0.966 -1.160 -0.18
C 3.556 1.386 -0.833 -0.11
H -1.047 -2.971 4.475 0.08
H -0.618 -4.504 3.739 0.09
H -2.262 -3.981 3.604 0.08
H -2.196 -1.378 2.715 0.12
H -2.817 -2.726 1.731 0.11
H -2.315 -0.719 0.435 0.11
H -1.449 -2.220 -0.107 0.11
H 0.365 -1.492 1.330 0.10
H -0.503 0.293 -0.799 0.11
H 0.642 -1.082 -1.033 0.10
H 2.134 0.117 0.740 0.12
H 1.122 1.507 0.475 0.10
H 4.192 0.495 -0.759 0.10
H 3.631 1.974 0.087 0.08
H 3.926 2.020 -1.637 0.07
C -14.049 -2.144 3.706 -0.12
O -13.059 -2.783 2.950 -0.18
C -12.264 -3.664 3.695 -0.24
C -11.290 -4.367 2.760 -0.19
N -10.081 -3.582 2.526 -0.07
C -9.176 -3.472 3.645 -0.22
C -7.878 -2.842 3.232 -0.26
O -7.109 -3.668 2.391 -0.18
C -5.758 -3.297 2.397 -0.14
H -14.420 -1.276 3.164 0.09
H -13.666 -1.718 4.646 0.09
H -14.862 -2.841 3.938 0.09
H -12.883 -4.396 4.236 0.12
H -11.684 -3.137 4.467 0.11
H -11.809 -4.447 1.804 0.12
H -10.992 -5.356 3.140 0.11
H -9.621 -3.857 1.673 0.11
H -8.945 -4.498 3.995 0.13
H -9.551 -2.873 4.474 0.11
H -7.310 -2.480 4.104 0.12
H -8.043 -1.882 2.708 0.13
H -5.192 -3.953 1.741 0.08
H -5.340 -3.434 3.409 0.09
H -5.564 -2.243 2.154 0.09
C 5.549 2.843 -4.164 -0.12
O 6.050 2.484 -5.426 -0.19
C 5.332 1.441 -6.048 -0.24
C 5.558 1.530 -7.536 -0.21
N 5.502 0.178 -8.121 -0.06
C 5.796 0.184 -9.553 -0.22
C 5.317 -1.119 -10.168 -0.25
O 5.910 -2.277 -9.637 -0.18
C 7.270 -2.443 -10.007 -0.11
H 6.225 3.462 -3.581 0.08
H 5.119 2.003 -3.612 0.07
H 4.686 3.509 -4.357 0.09
H 4.263 1.542 -5.801 0.12
H 5.592 0.463 -5.614 0.13
H 6.494 2.060 -7.751 0.12
H 4.739 2.107 -7.971 0.12
H 6.230 -0.334 -7.635 0.11
H 6.883 0.264 -9.689 0.11
H 5.264 0.986 -10.061 0.12
H 5.366 -1.068 -11.268 0.12
H 4.250 -1.208 -9.949 0.12
H 7.912 -1.645 -9.620 0.08
H 7.395 -2.532 -11.090 0.09
H 7.584 -3.370 -9.530 0.09
C 5.621 9.347 4.766 -0.12
O 4.880 8.244 4.313 -0.19
C 5.249 7.844 3.010 -0.26
C 4.437 6.610 2.685 -0.19
N 4.790 6.009 1.399 -0.06
C 6.233 5.918 1.130 -0.22
C 6.448 4.871 0.039 -0.24
O 5.867 3.629 0.321 -0.20
C 6.703 2.776 1.064 -0.10
H 5.360 9.506 5.807 0.09
H 5.374 10.250 4.185 0.09
H 6.696 9.190 4.607 0.09
H 6.338 7.689 2.990 0.11
H 5.066 8.671 2.305 0.13
H 3.400 6.941 2.634 0.12
H 4.604 5.884 3.492 0.12
H 4.420 5.072 1.300 0.10
H 6.835 5.704 2.020 0.11
H 6.485 6.867 0.649 0.12
H 7.522 4.836 -0.192 0.13
H 5.971 5.273 -0.860 0.12
H 6.099 2.058 1.617 0.09
H 7.346 3.310 1.773 0.09
H 7.395 2.225 0.413 0.09
C 2.776 -3.524 -3.067 -0.06
C 3.000 -4.184 -1.747 -0.51
C 2.012 -3.700 -0.698 -0.05
O 2.926 -5.600 -1.923 -0.05
H 1.822 -3.816 -3.515 0.08
H 3.575 -3.741 -3.777 0.08
H 2.734 -2.436 -2.980 0.08
H 4.020 -3.914 -1.437 0.14
H 1.906 -2.617 -0.785 0.05
H 2.273 -3.961 0.327 0.08
H 1.009 -4.074 -0.926 0.09
H 3.082 -5.999 -1.062 0.08

169
Properties=species:S:1:pos:R:3:lowdin_charge:R:1 method="wB97M-V/def2-TZVPD" relative_energy_kj_mol=31.6 gap_ev=9.2 homo_energy_ev=-8.63 smiles=COC[C@H](C)N.COC[C@H](C)N.COC[C@H](C)N.COC[C@H](C)N.COC[C@H](C)N.COCCNCCOC.COCCNCCOC.COCCNCCOC.CC(C)O lumo_ev=0.60
C -1.229 -6.200 -0.129 -0.11
O -1.712 -5.775 -1.382 -0.17
C -2.572 -4.657 -1.258 -0.21
C -2.608 -3.846 -2.540 -0.42
C -1.346 -3.003 -2.685 -0.06
N -3.777 -2.957 -2.603 0.06
H -0.758 -7.177 -0.257 0.09
H -1.960 -6.322 0.674 0.09
H -0.431 -5.514 0.183 0.07
H -3.592 -4.954 -0.979 0.13
H -2.223 -4.005 -0.441 0.12
H -2.664 -4.473 -3.433 0.13
H -1.311 -2.338 -3.545 0.08
H -0.457 -3.642 -2.763 0.06
H -1.165 -2.438 -1.763 0.06
H -3.802 -2.328 -1.802 0.07
H -4.597 -3.551 -2.513 0.03
C -1.763 2.652 -2.676 -0.09
O -2.960 2.808 -3.406 -0.17
C -4.115 2.831 -2.608 -0.21
C -4.323 4.117 -1.824 -0.44
C -5.688 4.046 -1.145 -0.07
N -4.354 5.220 -2.791 0.05
H -1.660 3.397 -1.878 0.08
H -0.929 2.816 -3.356 0.08
H -1.721 1.641 -2.258 0.09
H -4.971 2.750 -3.281 0.14
H -4.137 1.965 -1.931 0.11
H -3.573 4.293 -1.044 0.10
H -5.890 4.883 -0.472 0.08
H -5.756 3.135 -0.541 0.06
H -6.497 4.052 -1.876 0.08
H -3.594 5.150 -3.457 0.07
H -4.296 6.125 -2.345 0.07
C 1.330 5.804 -2.026 -0.11
O 2.408 5.064 -1.485 -0.20
C 3.028 4.196 -2.424 -0.21
C 2.121 3.123 -2.991 -0.43
C 1.735 2.063 -1.953 -0.06
N 2.835 2.519 -4.128 0.04
H 1.551 6.294 -2.978 0.10
H 1.165 6.572 -1.267 0.09
H 0.410 5.218 -2.116 0.07
H 3.443 4.807 -3.239 0.12
H 3.924 3.778 -1.955 0.12
H 1.201 3.580 -3.359 0.11
H 1.055 1.369 -2.459 0.07
H 1.180 2.489 -1.115 0.07
H 2.594 1.468 -1.644 0.07
H 3.551 1.914 -3.735 0.07
H 2.245 1.912 -4.683 0.07
C 4.692 -0.646 3.527 -0.10
O 4.757 -1.332 4.764 -0.18
C 3.645 -1.078 5.589 -0.22
C 3.526 -2.210 6.588 -0.44
C 2.753 -3.382 5.994 -0.07
N 2.780 -1.732 7.757 0.03
H 5.593 -0.803 2.939 0.08
H 4.604 0.430 3.714 0.08
H 3.829 -1.051 2.989 0.08
H 3.775 -0.094 6.067 0.13
H 2.709 -0.988 5.017 0.12
H 4.523 -2.596 6.827 0.14
H 3.088 -3.656 4.994 0.07
H 1.688 -3.124 5.938 0.08
H 2.759 -4.253 6.654 0.07
H 2.701 -2.481 8.434 0.07
H 3.246 -0.956 8.211 0.07
C -3.663 3.036 1.935 -0.12
O -2.357 2.587 1.711 -0.18
C -1.390 3.286 2.484 -0.19
C -1.402 4.791 2.289 -0.43
C -1.037 5.267 0.887 -0.04
N -0.529 5.367 3.334 0.05
H -4.367 2.242 1.670 0.08
H -3.945 3.919 1.354 0.07
H -3.864 3.225 2.998 0.10
H -1.586 3.066 3.541 0.13
H -0.399 2.887 2.254 0.11
H -2.393 5.168 2.559 0.12
H -0.136 4.756 0.532 0.07
H -0.881 6.343 0.874 0.08
H -1.829 4.978 0.189 0.05
H -0.188 6.285 3.066 0.07
H 0.332 4.818 3.387 0.03
C -5.133 -6.256 -4.042 -0.10
O -5.573 -5.258 -3.150 -0.21
C -6.958 -5.055 -3.304 -0.24
C -7.479 -3.948 -2.404 -0.21
N -7.101 -2.630 -2.887 -0.05
C -7.571 -1.510 -2.088 -0.20
C -7.229 -1.533 -0.603 -0.22
O -5.822 -1.400 -0.430 -0.20
C -5.454 -0.091 -0.047 -0.12
H -4.078 -6.456 -3.868 0.08
H -5.291 -5.963 -5.085 0.09
H -5.677 -7.197 -3.886 0.09
H -7.521 -5.950 -2.998 0.12
H -7.216 -4.852 -4.349 0.13
H -7.141 -4.162 -1.382 0.12
H -8.569 -3.988 -2.465 0.13
H -6.119 -2.502 -3.092 0.08
H -8.650 -1.393 -2.248 0.12
H -7.117 -0.606 -2.506 0.12
H -7.531 -2.491 -0.171 0.11
H -7.761 -0.757 -0.047 0.12
H -4.413 0.060 -0.330 0.08
H -5.608 0.048 1.029 0.09
H -6.045 0.680 -0.557 0.08
C 8.649 2.294 0.949 -0.12
O 7.274 2.541 0.878 -0.18
C 6.452 1.420 1.085 -0.25
C 5.022 1.779 0.788 -0.20
N 4.509 2.683 1.828 -0.04
C 3.146 3.091 1.506 -0.19
C 2.672 4.230 2.386 -0.20
O 2.081 3.860 3.622 -0.22
C 2.865 3.026 4.448 -0.10
H 8.919 1.335 0.482 0.09
H 9.005 2.215 1.984 0.09
H 9.162 3.089 0.415 0.09
H 6.515 1.118 2.145 0.11
H 6.834 0.531 0.563 0.12
H 4.395 0.896 0.652 0.10
H 5.009 2.320 -0.174 0.12
H 5.118 3.494 1.784 0.11
H 2.479 2.237 1.652 0.10
H 3.062 3.411 0.457 0.10
H 1.950 4.854 1.854 0.11
H 3.486 4.942 2.600 0.13
H 2.993 2.024 4.035 0.05
H 2.321 2.969 5.391 0.09
H 3.854 3.454 4.643 0.09
C 2.214 -5.084 -3.721 -0.11
O 3.076 -4.010 -4.026 -0.19
C 2.476 -2.747 -3.766 -0.21
C 2.645 -2.368 -2.303 -0.20
N 4.074 -2.430 -1.981 -0.03
C 4.430 -2.181 -0.594 -0.20
C 3.871 -3.122 0.472 -0.21
O 2.479 -2.938 0.605 -0.25
C 1.836 -3.942 1.359 -0.09
H 1.357 -5.074 -4.410 0.09
H 1.826 -5.046 -2.700 0.08
H 2.739 -6.020 -3.900 0.09
H 1.417 -2.841 -4.041 0.10
H 2.911 -1.984 -4.411 0.12
H 2.047 -3.060 -1.700 0.10
H 2.276 -1.367 -2.068 0.11
H 4.394 -3.364 -2.221 0.11
H 4.126 -1.168 -0.302 0.10
H 5.519 -2.161 -0.507 0.12
H 4.396 -2.948 1.423 0.12
H 4.096 -4.171 0.220 0.13
H 0.824 -3.600 1.569 0.08
H 2.294 -4.142 2.337 0.09
H 1.877 -4.873 0.784 0.09
C -0.628 -0.331 0.540 -0.04
C 0.710 0.181 1.052 -0.48
C 0.988 -0.227 2.490 -0.04
O 1.757 -0.242 0.188 -0.08
H -0.735 -1.408 0.710 0.07
H -0.646 -0.141 -0.534 0.07
H -1.478 0.169 1.006 0.07
H 0.678 1.274 1.013 0.10
H 1.853 0.242 2.967 0.05
H 1.165 -1.306 2.531 0.07
H 0.171 0.084 3.148 0.09
H 1.874 -1.196 0.328 0.04